w.
Density functional theory data (the ωB97M-V functional and the def2-TZVPD basis) for one molecule with the formula C2H5N3OS.

## Properties
HOMO level ... -8.8 eV
HOMO-LUMO gap ... 9.15 eV
LUMO level ... 0.38 eV

Each line ends with the Mulliken charge.
Positions of all 12 atoms, in Å:
N (-0.52, -1.10, -1.93)  -0.934
N (-0.43, -0.47, -0.68)  0.066
C (0.70, 0.06, -0.21)  0.381
S (2.08, 0.27, -1.11)  -0.368
N (0.60, 0.62, 1.02)  -0.150
C (-0.52, 0.65, 1.87)  0.121
O (-1.63, 0.26, 1.59)  -0.562
H (-0.34, -0.40, -2.64)  0.260
H (0.20, -1.77, -1.97)  0.281
H (-1.29, -0.29, -0.21)  0.367
H (1.38, 1.08, 1.41)  0.194
H (-0.23, 1.09, 2.85)  0.345



x.
Density functional theory data (the ωB97M-V functional and the def2-TZVPD basis) for one molecule with the formula C2H5N3OS.

## Properties
HOMO level (alpha / beta) ... -9.0 / -8.9 eV
HOMO-LUMO gap (alpha / beta) ... 5.93 / 5.83 eV
LUMO level (alpha / beta) ... -3.07 / -3.11 eV

Each line ends with the Mulliken charge.
Positions of all 12 atoms, in Å:
C (1.30, -0.35, 0.70)  0.601
C (-1.37, -0.10, -1.08)  -0.787
N (-0.96, 1.65, 1.06)  -0.180
N (0.30, -0.64, 1.43)  -0.648
N (1.03, 0.66, -0.31)  -0.225
O (2.37, -0.95, 0.60)  -0.656
S (-0.49, 1.34, -0.29)  0.404
H (-0.74, -0.89, -1.04)  0.338
H (-1.62, 0.28, -2.14)  0.318
H (-2.16, -0.51, -0.43)  0.335
H (0.36, -1.47, 2.03)  0.215
H (1.96, 0.98, -0.53)  0.285



y.
Density functional theory data (the ωB97M-V functional and the def2-TZVPD basis) for one molecule with the formula C2H5N3OS.

## Properties
HOMO level ... -8.3 eV
HOMO-LUMO gap ... 8.96 eV
LUMO level ... 0.64 eV

Each line ends with the Mulliken charge.
Positions of all 12 atoms, in Å:
H (1.61, 2.50, -0.38)  0.261
N (0.90, 1.84, -0.01)  -0.539
C (1.37, 0.67, -0.08)  -0.074
N (0.65, -0.51, 0.15)  0.070
O (1.43, -1.64, -0.16)  -0.413
C (-0.71, -0.70, -0.03)  -0.019
N (-1.53, 0.27, 0.15)  -0.351
S (-3.18, -0.13, -0.09)  -0.172
H (2.40, 0.38, -0.23)  0.375
H (1.60, -2.02, 0.70)  0.362
H (-0.99, -1.75, -0.28)  0.340
H (-3.54, 1.11, 0.24)  0.159



The winner here is w, beating the second structure by 2.712 eV.



w.
Density functional theory data (the ωB97M-V functional and the def2-TZVPD basis) for an isolated ion of composition C4H10N and charge +1.

## Properties
Charge ... +1
HOMO level ... -14.6 eV
HOMO-LUMO gap ... 10.73 eV
LUMO level ... -3.90 eV

Each line ends with the Mulliken charge.
Positions of all 15 atoms, in Å:
C (0.50, -2.18, 0.19)  -0.996
C (-0.26, -1.28, -0.84)  -0.656
C (-0.05, 0.20, -0.72)  -0.259
C (-0.39, 0.85, 0.39)  -0.269
N (0.07, 2.22, 0.74)  -0.306
H (1.40, -1.67, 0.52)  0.315
H (-0.16, -2.42, 1.02)  0.308
H (0.73, -3.08, -0.36)  0.335
H (0.09, -1.61, -1.82)  0.355
H (-1.34, -1.43, -0.87)  0.367
H (0.25, 0.82, -1.56)  0.344
H (-0.97, 0.36, 1.16)  0.331
H (-0.56, 2.63, 1.43)  0.385
H (0.40, 2.90, 0.06)  0.354
H (0.91, 2.09, 1.32)  0.394



x.
Density functional theory data (the ωB97M-V functional and the def2-TZVPD basis) for a 2-piece molecular cluster, C4H10N overall.

## Properties
Charge ... +1
HOMO level ... -13.9 eV
HOMO-LUMO gap ... 8.25 eV
LUMO level ... -5.62 eV

Each line ends with the Mulliken charge.
Positions of all 15 atoms, in Å:
C (2.19, 0.95, 1.38)  -0.032
N (1.07, 0.81, 0.81)  -0.036
H (2.51, 0.11, 1.99)  0.272
H (2.81, 1.82, 1.24)  0.277
H (0.82, 1.48, 0.08)  0.307
H (0.24, 0.20, 0.84)  0.166
C (-0.86, -1.83, -0.63)  -0.816
C (-0.89, -0.42, -1.13)  -0.171
C (-1.60, 0.58, -0.59)  -0.872
H (-1.76, -2.44, -0.73)  0.312
H (-0.08, -2.39, -1.14)  0.305
H (-0.70, -1.82, 0.45)  0.230
H (-0.37, -0.23, -2.07)  0.318
H (-1.62, 1.51, -1.15)  0.388
H (-2.17, 0.44, 0.32)  0.351



y.
Density functional theory data (the ωB97M-V functional and the def2-TZVPD basis) for an isolated ion of composition C4H10N and charge +1.

## Properties
Charge ... +1
HOMO level ... -15.5 eV
HOMO-LUMO gap ... 12.10 eV
LUMO level ... -3.36 eV

Each line ends with the Mulliken charge.
Positions of all 15 atoms, in Å:
C (2.38, -0.32, -0.43)  -0.660
C (1.19, 0.10, -0.81)  0.004
N (-0.15, 0.29, 0.13)  -0.188
C (-1.35, 0.03, -0.87)  -0.887
C (-0.84, -0.09, 1.61)  -0.836
H (3.21, -0.52, -1.02)  0.320
H (2.57, -0.39, 0.65)  0.227
H (0.75, 0.12, -1.79)  0.389
H (-0.26, 1.31, 0.52)  0.401
H (-1.38, 0.79, -1.73)  0.380
H (-1.03, -0.87, -1.53)  0.377
H (-2.28, -0.22, -0.27)  0.335
H (-1.03, -1.12, 1.67)  0.366
H (-0.06, 0.39, 2.33)  0.319
H (-1.72, 0.48, 1.53)  0.455



z.
Density functional theory data (the ωB97M-V functional and the def2-TZVPD basis) for a 2-piece molecular cluster, C4H10N overall.

## Properties
Charge ... +1
HOMO level ... -13.6 eV
HOMO-LUMO gap ... 6.81 eV
LUMO level ... -6.78 eV

Each line ends with the Mulliken charge.
Positions of all 15 atoms, in Å:
C (-2.43, 0.81, -0.15)  -0.479
C (-1.71, 1.31, -1.14)  -0.459
H (-2.01, 0.52, 0.81)  0.224
H (-3.47, 0.58, -0.33)  0.239
H (-0.68, 1.55, -0.89)  0.229
H (-2.10, 1.46, -2.13)  0.256
C (2.18, 0.10, 0.58)  -0.783
C (0.44, -1.62, 0.55)  -0.169
N (1.04, -0.66, -0.07)  -0.002
H (1.76, 0.72, 1.38)  0.343
H (2.86, -0.64, 0.98)  0.370
H (2.62, 0.74, -0.16)  0.341
H (-0.22, -1.38, 1.39)  0.270
H (0.56, -2.66, 0.27)  0.298
H (1.16, -0.84, -1.07)  0.323



The winner here is w, beating the second structure by 0.808 eV.



w.
Density functional theory data (the ωB97M-V functional and the def2-TZVPD basis) for a 2-piece molecular cluster, C4H10N overall.

## Properties
Charge ... +1
HOMO level ... -13.7 eV
HOMO-LUMO gap ... 7.79 eV
LUMO level ... -5.89 eV

Each line ends with the Mulliken charge.
Positions of all 15 atoms, in Å:
C (0.36, -1.79, -0.40)  -0.126
N (-0.25, -1.76, 0.69)  -0.172
H (0.26, -2.69, -0.85)  0.320
H (1.00, -1.04, -0.85)  0.325
H (0.20, -1.11, 1.34)  0.273
H (-0.48, -2.67, 1.14)  0.361
C (0.09, 1.54, -1.40)  -0.841
C (0.28, 1.21, 0.03)  -0.224
C (-0.53, 1.03, 1.12)  -1.105
H (-0.31, 2.63, -1.44)  0.301
H (-0.70, 0.81, -1.88)  0.274
H (1.12, 1.43, -1.94)  0.298
H (1.31, 1.18, 0.31)  0.503
H (-0.12, 0.82, 2.09)  0.542
H (-1.66, 1.06, 1.12)  0.272



x.
Density functional theory data (the ωB97M-V functional and the def2-TZVPD basis) for an isolated ion of composition C4H10N and charge +1.

## Properties
Charge ... +1
HOMO level ... -14.4 eV
HOMO-LUMO gap ... 10.39 eV
LUMO level ... -4.05 eV

Each line ends with the Mulliken charge.
Positions of all 15 atoms, in Å:
C (0.23, -1.92, -1.69)  -1.026
C (0.85, -0.68, -0.82)  -0.303
C (-0.23, -0.14, 0.08)  -0.273
C (0.02, 0.67, 1.14)  -0.298
N (-0.77, 1.86, 1.41)  -0.337
H (0.58, -2.86, -1.32)  0.290
H (-0.91, -2.05, -1.72)  0.319
H (0.52, -1.91, -2.77)  0.311
H (1.73, -1.10, -0.26)  0.308
H (1.46, -0.01, -1.54)  0.311
H (-1.26, -0.08, -0.45)  0.191
H (0.96, 0.78, 1.57)  0.398
H (-1.48, 1.93, 0.73)  0.338
H (-0.11, 2.68, 1.32)  0.391
H (-1.37, 1.97, 2.31)  0.379



y.
Density functional theory data (the ωB97M-V functional and the def2-TZVPD basis) for an isolated ion of composition C4H10N and charge +1.

## Properties
Charge ... +1
HOMO level ... -15.0 eV
HOMO-LUMO gap ... 11.24 eV
LUMO level ... -3.77 eV

Each line ends with the Mulliken charge.
Positions of all 15 atoms, in Å:
C (-1.45, 0.11, -1.43)  -0.918
C (-0.58, 0.05, -0.43)  0.413
N (-1.18, -0.31, 0.92)  -0.255
C (0.83, 0.57, -0.40)  -0.376
C (1.76, -0.17, 0.56)  -1.174
H (-0.98, 0.39, -2.36)  0.289
H (-2.39, -0.42, -1.44)  0.346
H (-1.40, -1.30, 0.95)  0.373
H (-0.53, -0.11, 1.69)  0.308
H (-2.05, 0.21, 1.03)  0.397
H (1.24, 0.46, -1.40)  0.350
H (0.79, 1.64, -0.18)  0.286
H (2.74, 0.29, 0.66)  0.337
H (1.89, -1.21, 0.27)  0.326
H (1.31, -0.19, 1.56)  0.299



z.
Density functional theory data (the ωB97M-V functional and the def2-TZVPD basis) for an isolated ion of composition C4H10N and charge +1.

## Properties
Charge ... +1
HOMO level ... -11.0 eV
HOMO-LUMO gap ... 5.32 eV
LUMO level ... -5.65 eV

Each line ends with the Mulliken charge.
Positions of all 15 atoms, in Å:
C (-0.71, 1.52, 1.30)  -0.664
C (-0.04, 1.03, 0.15)  -0.557
H (-0.89, 2.59, 1.42)  0.312
H (-1.07, 0.81, 2.05)  0.254
H (0.90, 1.59, -0.10)  0.455
H (-0.60, 1.41, -0.76)  0.367
C (0.00, -0.47, 0.04)  0.238
C (-0.92, -0.87, -1.01)  -1.106
N (1.38, -1.01, -0.33)  -0.356
H (-0.28, -0.93, 1.00)  0.389
H (-1.97, -0.73, -0.76)  0.336
H (-0.66, -1.34, -1.93)  0.252
H (1.39, -2.02, -0.18)  0.372
H (1.55, -0.81, -1.32)  0.373
H (2.16, -0.64, 0.22)  0.334



The winner here is y, beating the second structure by 1.402 eV.